<one>
Entry from the OMol25 dataset: a cluster of 2 separate species, C10H16O in total (wB97M-V/def2-TZVPD).

Structure (XYZ):
```
27
Properties=species:S:1:pos:R:3
C 0.4313 0.6847 2.8889
C -0.0081 -0.0043 1.5804
C -0.1883 0.9994 0.5144
C -0.6466 2.3190 0.7249
C -0.9046 3.2823 -0.2466
C -0.3344 2.9329 -1.4612
O -0.4103 3.7426 -2.5034
C 0.2766 1.6892 -1.7802
C 0.2029 0.6631 -0.8092
H 0.6776 1.6893 2.6284
H 1.3850 0.3770 3.2625
H -0.2483 0.7012 3.6697
H 0.7525 -0.7177 1.3000
H -0.9364 -0.5828 1.7226
H -1.0845 2.6553 1.7208
H -1.5104 4.1946 -0.1662
H -0.6477 4.6499 -2.2064
H 0.7108 1.6250 -2.8085
H 0.5035 -0.3493 -1.1264
C -0.3770 -3.5190 -0.6251
C 0.9667 -4.0775 -1.0827
H -0.4249 -2.4042 -0.8878
H -1.3276 -4.0651 -1.0892
H -0.6965 -3.6225 0.4165
H 0.9599 -5.1077 -0.8213
H 1.8877 -3.7276 -0.6488
H 0.9909 -4.0276 -2.1658
```

Values from the calculation:
Highest occupied orbital energy (eV): -8.044
Kohn-Sham gap (eV): 8.904
SMILES: CCc1ccc(O)cc1.CC
Charge: 0


<two>
Entry from the OMol25 dataset: a cluster of 2 separate species, C10H16O in total (wB97M-V/def2-TZVPD).

Structure (XYZ):
```
27
Properties=species:S:1:pos:R:3
C 2.2469 -2.4382 1.3075
C 1.1046 -1.7186 0.6065
C 1.2592 -0.2835 0.1615
C 0.1371 0.0733 -0.6133
C 0.0437 1.2735 -1.3323
C 1.1523 2.0770 -1.4690
O 1.2976 2.9287 -2.4265
C 2.3040 1.8082 -0.6141
C 2.3001 0.6734 0.1615
H 3.0742 -1.8507 1.3572
H 2.4802 -3.2979 0.8102
H 2.1507 -2.9059 2.4589
H 0.7812 -2.3219 -0.2120
H 0.3348 -1.7567 1.4887
H -0.6040 -0.7402 -0.7415
H -0.8895 1.5644 -1.7875
H 0.9208 3.8341 -2.2778
H 3.2221 2.6719 -0.4488
H 3.1539 0.5285 0.7378
C -3.6558 -0.6149 0.4172
C -2.9307 0.6628 0.2738
H -4.4845 -0.5245 -0.3148
H -3.2383 -1.5863 0.0425
H -4.0384 -0.8416 1.4841
H -3.0117 1.1085 1.1828
H -3.2390 1.3623 -0.5117
H -1.8716 0.3142 0.2592
```

Values from the calculation:
Highest occupied orbital energy (eV): -8.349
Kohn-Sham gap (eV): 9.112
SMILES: CCc1ccc(O)cc1.CC
Charge: 0


<three>
Entry from the OMol25 dataset: a cluster of 2 separate species, C10H16O in total (wB97M-V/def2-TZVPD).

Structure (XYZ):
```
27
Properties=species:S:1:pos:R:3
C 0.3431 0.3171 -3.5645
C 1.4167 0.1538 -2.4535
C 0.8650 0.4323 -1.0596
C 1.4362 -0.2798 -0.0008
C 1.1389 -0.0025 1.3226
C 0.1555 0.9418 1.5794
O -0.3970 1.1498 2.8180
C -0.4596 1.6113 0.5409
C -0.0716 1.4123 -0.7778
H -0.5889 0.6821 -3.1705
H 0.2127 -0.6802 -3.9843
H 0.6965 0.9642 -4.3575
H 1.8997 -0.8237 -2.4472
H 2.2604 0.8319 -2.6093
H 2.0897 -1.1130 -0.2319
H 1.5914 -0.6212 2.0882
H 0.2269 0.8533 3.4902
H -1.2280 2.3222 0.7920
H -0.4104 2.0751 -1.5630
C -2.0662 -2.1128 0.2711
C -1.5034 -2.4844 1.6529
H -3.1364 -1.9641 0.3217
H -1.5803 -1.2661 -0.2004
H -1.8680 -2.9366 -0.4128
H -0.7094 -1.8218 1.9770
H -1.2287 -3.5345 1.6780
H -2.2391 -2.4034 2.4399
```

Values from the calculation:
Highest occupied orbital energy (eV): -8.401
Kohn-Sham gap (eV): 9.281
SMILES: CCc1ccc(O)cc1.CC
Charge: 0


Which of them is least stable? Easy: <two>.


<one>
Entry from the OMol25 dataset: a cluster of 2 separate species, C10H16O in total (wB97M-V/def2-TZVPD).

Structure (XYZ):
```
27
Properties=species:S:1:pos:R:3
C -1.6480 0.9430 2.8222
C -0.7277 1.0977 1.6874
C 0.5582 0.6580 1.6200
C 1.2707 0.7344 0.4414
C 0.7521 1.5884 -0.5592
O 1.2100 1.7917 -1.9051
C -0.4503 2.3407 -0.3516
C -1.2519 1.9699 0.6165
H -1.2582 0.3956 3.7125
H -2.7386 0.6711 2.6670
H -1.8542 1.9951 3.0603
H 0.9847 -0.0186 2.4340
H 2.2581 0.3005 0.4213
H 0.4408 2.2464 -2.4435
H -0.8904 3.0587 -1.1809
H -2.2043 2.4938 0.6717
C 0.8784 -4.1095 -0.6674
C -0.0150 -3.3465 -1.7064
C -0.3349 -1.9278 -1.3276
H 1.9080 -3.5495 -0.5562
H 1.1869 -4.9838 -1.1929
H 0.1575 -4.2528 0.2051
H 0.4251 -3.4648 -2.6301
H -0.9109 -4.0441 -1.7342
H -1.1034 -2.0894 -0.6425
H 0.4990 -1.3961 -0.8519
H -0.7698 -1.3855 -2.1512
```

Values from the calculation:
Highest occupied orbital energy (eV): -8.111
Kohn-Sham gap (eV): 8.948
SMILES: Cc1ccc(O)cc1.CCC
Charge: 0


<two>
Entry from the OMol25 dataset: a cluster of 2 separate species, C10H16O in total (wB97M-V/def2-TZVPD).

Structure (XYZ):
```
27
Properties=species:S:1:pos:R:3
C -2.4577 1.2345 -0.4156
C -1.3886 0.8474 0.5556
C -0.4786 1.8315 1.0149
C 0.6050 1.4332 1.7564
C 0.8360 0.1130 2.1607
O 1.9635 -0.1088 2.8849
C -0.0717 -0.8393 1.7314
C -1.1146 -0.4501 0.9115
H -2.6035 0.5614 -1.2184
H -2.1806 2.1162 -1.0094
H -3.3784 1.4952 0.1080
H -0.5791 2.8840 0.7925
H 1.3850 2.1676 1.9381
H 2.0057 -1.0322 3.1503
H 0.0382 -1.8661 2.0646
H -1.6401 -1.2193 0.3501
C 0.9577 -0.3971 -1.8663
C 0.1592 -0.8113 -3.1066
C 0.6460 -2.0597 -3.8547
H 0.3509 0.3366 -1.3646
H 1.9330 -0.0713 -2.2235
H 1.1133 -1.3098 -1.2930
H -0.9041 -0.8282 -2.8437
H 0.1029 -0.0080 -3.8478
H 1.0731 -1.8283 -4.8330
H 1.5098 -2.5033 -3.3505
H -0.1868 -2.7413 -4.0165
```

Values from the calculation:
Highest occupied orbital energy (eV): -8.405
Kohn-Sham gap (eV): 9.254
SMILES: Cc1ccc(O)cc1.CCC
Charge: 0


<three>
Entry from the OMol25 dataset: a cluster of 2 separate species, C10H16O in total (wB97M-V/def2-TZVPD).

Structure (XYZ):
```
27
Properties=species:S:1:pos:R:3
C -0.9297 -2.7843 1.3887
C -1.3697 -1.5146 0.7260
C -0.7451 -0.3121 0.9725
C -0.9864 0.8365 0.2163
C -1.7722 0.6992 -0.9094
O -1.7520 1.7077 -1.8308
C -2.5175 -0.4546 -1.1354
C -2.3230 -1.5412 -0.2949
H -0.0416 -3.2150 0.9209
H -1.6585 -3.5904 1.2402
H -0.7922 -2.6472 2.4586
H 0.1327 -0.3245 1.6069
H -0.6769 1.8236 0.5251
H -2.3979 1.5812 -2.5270
H -3.1360 -0.5650 -2.0152
H -3.1188 -2.2791 -0.2426
C 3.5843 -0.1560 0.8153
C 3.9915 1.1270 0.1381
C 2.8296 2.0776 -0.1811
H 2.6248 -0.5971 0.4843
H 3.2600 -0.0357 1.8520
H 4.2885 -0.9739 0.6637
H 4.8163 1.5648 0.7082
H 4.4352 0.9480 -0.8488
H 2.1641 1.4520 -0.7800
H 2.2868 2.4025 0.7152
H 3.1169 2.9703 -0.7375
```

Values from the calculation:
Highest occupied orbital energy (eV): -8.375
Kohn-Sham gap (eV): 9.245
SMILES: Cc1ccc(O)cc1.CCC
Charge: 0


<four>
Entry from the OMol25 dataset: a cluster of 2 separate species, C10H16O in total (wB97M-V/def2-TZVPD).

Structure (XYZ):
```
27
Properties=species:S:1:pos:R:3
C -1.4564 3.2245 -1.1922
C -0.4011 2.6278 -0.1196
C -0.2508 1.3147 -0.7548
C -1.0787 0.3078 -0.2965
C -1.0750 -0.8860 -0.9211
C 0.0341 -1.2819 -1.8571
O 0.3047 -2.5994 -2.2631
C 0.9215 -0.3598 -2.2714
C 0.7222 0.9679 -1.7310
H -1.6046 4.2597 -0.9602
H -2.4204 2.7408 -1.4117
H -0.9577 3.3160 -2.0849
H 0.6179 3.0506 -0.0611
H -0.7678 2.4991 0.9210
H -1.8973 0.4060 0.4422
H -1.6921 -1.6872 -0.5514
H 0.0157 -3.2832 -1.5404
H 1.7356 -0.5678 -2.9891
H 1.5637 1.6319 -2.1586
C 0.5645 -2.4848 2.3737
C 1.2819 -1.4346 3.1154
H 0.1096 -2.2062 1.3897
H 1.2669 -3.3625 2.1996
H -0.4042 -2.7544 2.9192
H 1.6093 -1.8479 4.1666
H 0.9465 -0.4768 3.1578
H 2.3119 -1.1145 2.4789
```

Values from the calculation:
Highest occupied orbital energy (eV): -8.187
Kohn-Sham gap (eV): 8.985
SMILES: CCc1ccc(O)cc1.CC
Charge: 0


Which of them is least stable? Easy: <four>.